The following is a DFT calculation (ωB97M-V/def2-TZVPD) of 8 unconnected molecules or ions with the total composition C72H152N8O8 at a distorted geometry.

Geometry as XYZ:
```
240
Properties=species:S:1:pos:R:3:forces:R:3
C 27.7412 23.5939 19.2360 -1.02 0.14 -0.56
C 28.1864 23.8149 20.6820 0.10 -0.85 1.46
C 29.0400 25.1026 20.8116 -1.41 0.22 -2.11
C 28.1848 26.3797 20.7991 -0.22 -0.29 1.28
C 27.1247 26.3377 21.9028 0.11 1.31 -0.50
C 26.2753 25.0923 21.8785 -0.99 -1.17 -0.35
N 27.1197 23.8781 21.6802 0.27 1.76 1.12
O 26.4299 22.6933 21.9395 -0.29 -0.20 -0.73
C 25.5398 24.9095 23.2201 0.31 0.20 -0.21
C 25.2263 25.1986 20.7455 -0.05 0.12 0.12
C 29.0981 22.6827 21.2134 0.34 -0.28 -1.58
H 27.6592 24.5407 18.6929 0.27 0.05 0.01
H 26.7235 23.2012 19.1506 0.06 -0.25 0.33
H 28.3445 22.9207 18.6302 0.30 0.01 0.28
H 29.7571 24.9783 21.6142 0.13 0.46 0.00
H 29.4445 25.1404 19.7967 1.25 -0.21 0.44
H 27.6410 26.5307 19.8630 0.20 -0.48 -0.22
H 28.7517 27.3076 20.9025 0.37 -0.22 0.10
H 26.4983 27.1992 21.6407 -0.40 -0.17 0.40
H 27.4967 26.5907 22.8988 0.36 -0.49 -0.02
H 24.7949 24.1177 23.1741 0.12 -0.08 0.00
H 26.2950 24.6604 23.9654 -0.16 -0.02 0.17
H 25.0172 25.8209 23.5147 0.12 0.13 -0.08
H 25.7036 25.1735 19.7674 -0.10 -0.09 -0.04
H 24.4934 24.3931 20.8351 0.09 -0.13 -0.22
H 24.6501 26.1250 20.7960 0.06 0.04 0.18
H 28.6668 21.6808 21.1959 -0.48 0.20 0.32
H 29.4745 22.9381 22.1989 0.00 -0.13 0.05
H 29.9136 22.5654 20.4857 0.33 0.33 0.33
H 25.7317 22.6103 21.2630 0.09 0.00 0.00
C 36.1908 22.3529 19.2853 -0.10 -0.06 -0.83
C 35.6098 21.9945 20.6714 0.74 1.13 -0.35
C 34.7862 23.2279 21.0727 -0.20 -0.45 0.94
C 33.9752 22.9604 22.3337 -0.16 0.78 -0.23
C 32.9747 21.8648 22.0358 1.20 -0.29 -0.02
C 33.7355 20.5494 21.6426 -0.19 0.13 1.14
N 34.7218 20.8342 20.5686 -1.21 0.75 0.24
O 35.3827 19.6494 20.1688 0.13 0.20 0.14
C 34.3361 19.9041 22.9056 0.57 -0.48 0.31
C 32.6469 19.6557 21.0950 -0.07 -0.10 -2.18
C 36.7850 21.8498 21.6549 0.07 -1.48 -0.19
H 37.2749 22.2847 19.1894 0.00 -0.27 0.22
H 35.9433 23.3814 19.0113 0.04 0.08 0.22
H 35.7577 21.7736 18.4653 -0.01 -0.26 0.20
H 35.4523 24.0746 21.2502 0.24 -0.20 -0.17
H 34.0909 23.5434 20.2896 0.06 -0.24 -0.14
H 33.5345 23.9234 22.6148 -0.45 -0.21 0.10
H 34.5805 22.6818 23.1982 0.20 -0.03 -0.15
H 32.3481 22.1263 21.1822 -0.20 0.17 0.14
H 32.3842 21.6674 22.9302 -0.28 -0.21 -0.20
H 34.9356 19.0065 22.7235 0.00 0.14 -0.61
H 35.0115 20.5570 23.4605 -0.25 0.16 0.03
H 33.5757 19.5169 23.5887 -0.27 0.45 -0.05
H 32.9456 18.6266 20.8901 -0.07 -0.15 0.68
H 31.6614 19.7651 21.5438 0.25 -0.32 0.64
H 32.4758 20.0293 20.0771 -0.11 0.05 0.03
H 37.6249 22.5154 21.4660 -0.30 0.39 0.04
H 37.1856 20.8457 21.4705 0.10 0.02 0.14
H 36.4832 21.8614 22.7003 0.06 0.28 -0.01
H 35.0175 19.5129 19.2873 0.15 -0.16 0.00
C 22.4982 20.5642 19.6942 0.39 -0.63 -0.10
C 23.6693 19.5995 20.0005 -0.56 -0.05 0.76
C 23.2196 18.1583 19.8742 -0.45 -1.12 -1.36
C 23.1644 17.6599 18.4267 0.12 -0.20 0.07
C 24.4626 17.9081 17.6802 -1.02 -0.37 -0.67
C 24.9404 19.3390 17.7639 1.27 0.44 0.33
N 24.8613 19.7646 19.1676 0.19 -0.70 0.77
O 25.4611 21.0364 19.3820 -0.17 -0.11 0.01
C 26.4424 19.2909 17.3681 -0.24 1.08 -0.01
C 24.2365 20.2842 16.7797 -0.26 0.18 -0.03
C 23.9872 19.7329 21.5001 0.64 0.41 0.43
H 22.3274 20.5686 18.6205 -0.14 0.39 0.03
H 22.7094 21.5528 20.0966 -0.03 0.14 -0.29
H 21.5992 20.1718 20.1705 -0.04 0.15 0.08
H 23.8752 17.4699 20.4118 0.16 0.26 0.16
H 22.2056 17.9982 20.2463 0.11 0.34 0.48
H 22.3291 18.1118 17.8838 -0.01 0.06 0.07
H 22.9908 16.5810 18.4487 -0.21 0.04 -0.09
H 24.2739 17.7162 16.6171 0.07 -0.03 -0.01
H 25.2175 17.1675 17.9513 0.19 0.32 0.41
H 27.1082 19.1100 18.2111 -0.20 -0.42 0.08
H 26.5780 18.5544 16.5784 0.14 0.00 0.01
H 26.7367 20.2754 16.9913 0.07 -0.09 -0.15
H 24.6078 20.1397 15.7627 -0.07 -0.22 0.00
H 23.1508 20.1778 16.7792 0.01 -0.18 -0.09
H 24.4396 21.3302 17.0192 0.14 -0.07 0.20
H 24.3272 20.7316 21.7901 -0.16 0.05 -0.10
H 24.7466 19.0396 21.8722 0.17 -0.07 -0.46
H 23.1157 19.4944 22.1123 -0.25 0.18 -0.27
H 26.0675 20.8177 20.1018 0.24 0.29 -0.16
C 34.7261 26.4725 19.8401 -0.56 -0.32 -0.61
C 33.2881 26.9736 19.5009 0.63 0.28 1.49
C 33.0352 28.0547 20.5666 -0.45 2.10 -0.62
C 33.8592 29.3340 20.3049 -0.20 -1.62 0.13
C 33.4452 29.8035 18.8811 1.95 0.61 2.52
C 33.6480 28.8123 17.7688 -1.11 -1.33 -1.23
N 33.0619 27.4964 18.1591 -0.56 0.99 1.02
O 33.2681 26.5109 17.1758 0.46 -0.11 -0.12
C 32.7197 29.2799 16.6239 0.43 -0.36 -0.62
C 35.0985 28.7258 17.2929 0.54 0.54 -1.00
C 32.2974 25.8490 19.7978 0.98 0.09 -0.95
H 34.9467 25.6270 19.1842 0.30 -0.01 0.14
H 34.7214 26.1555 20.8834 0.05 -0.22 -0.09
H 35.5054 27.2254 19.7564 -0.09 0.05 -0.22
H 32.0641 28.5632 20.4802 -0.62 -1.16 0.02
H 33.1239 27.6801 21.5857 0.14 -0.26 -0.12
H 34.9177 29.1108 20.4646 0.12 0.37 -0.46
H 33.5792 30.0819 21.0476 0.04 0.15 -0.13
H 34.1718 30.6189 18.8074 -0.60 0.42 -1.02
H 32.4326 30.1758 19.0170 -0.10 0.01 -0.57
H 33.1252 30.1831 16.1637 -0.38 0.27 0.19
H 32.6317 28.5624 15.8024 0.50 -0.19 0.12
H 31.6917 29.3538 16.9762 0.11 0.57 0.22
H 35.4713 29.7437 17.1345 0.21 0.06 0.71
H 35.7730 28.1129 17.8879 -0.12 0.39 0.43
H 35.2777 28.3458 16.2802 -1.04 -0.18 0.35
H 32.4672 25.0906 19.0278 -0.25 -0.32 0.25
H 31.2801 26.2187 19.7204 -0.04 -0.03 0.27
H 32.5799 25.4655 20.7770 -0.54 -0.24 0.06
H 32.3886 26.3648 16.8099 0.02 -0.03 0.02
C 26.9789 21.2481 12.9689 -1.02 0.59 2.30
C 27.2702 22.2526 11.8796 0.74 -0.81 -1.61
C 28.1464 21.4889 10.8306 0.67 0.33 -0.90
C 28.2511 22.2093 9.4820 -1.06 0.07 0.34
C 26.8449 22.4061 8.9626 -0.59 0.13 -0.16
C 25.9408 23.2233 9.9096 0.60 1.08 -0.90
N 25.9888 22.5949 11.2391 -0.32 -0.70 -0.85
O 25.1012 23.2834 12.1162 0.45 -0.14 0.13
C 26.3501 24.7274 9.9012 0.42 -0.26 0.36
C 24.5240 23.1658 9.3489 -0.02 -0.78 0.41
C 28.0697 23.4440 12.3773 -0.51 0.98 1.00
H 26.4092 21.7494 13.7686 0.15 0.30 -0.07
H 27.8339 20.8740 13.5361 0.34 -0.07 -0.54
H 26.2806 20.4347 12.7666 0.43 -0.15 -0.91
H 29.1967 21.4078 11.1300 -0.26 -0.10 0.85
H 27.8002 20.4664 10.6691 -0.29 0.06 0.05
H 28.8457 21.6890 8.7311 0.15 -0.19 0.25
H 28.6940 23.1979 9.6340 0.19 -0.07 -0.04
H 26.2797 21.4766 8.8374 0.53 -0.36 -0.03
H 26.8871 22.8562 7.9660 -0.27 0.29 0.13
H 25.7884 25.3346 9.1928 -0.13 -0.21 -0.09
H 26.2008 25.1550 10.8927 -0.05 0.09 -0.06
H 27.4043 24.8205 9.6350 0.01 0.19 0.12
H 24.4524 23.5438 8.3304 0.22 0.42 0.12
H 24.2250 22.1164 9.2567 -0.28 0.06 0.39
H 23.8895 23.7238 10.0354 -0.37 -0.10 -0.30
H 27.9934 24.3642 11.8000 0.08 -0.41 -0.63
H 29.1268 23.2151 12.5010 -0.07 -0.10 0.24
H 27.6161 23.7931 13.3133 0.38 -0.30 0.27
H 24.4493 22.5953 12.2864 -0.12 0.20 0.15
C 27.4711 17.3906 11.5185 0.47 0.37 0.86
C 28.3253 17.1818 12.8022 -0.39 0.28 0.52
C 27.4721 17.6002 14.0354 -0.96 -1.13 -1.72
C 26.4533 16.4976 14.3371 0.33 0.77 1.49
C 27.1747 15.2191 14.7107 -0.71 -0.19 -1.03
C 28.0433 14.7132 13.5434 0.57 -0.76 0.46
N 28.8404 15.8237 13.0288 0.25 0.66 1.19
O 29.7298 15.4057 12.0216 -0.17 -0.03 -0.49
C 29.0231 13.6649 14.1444 -0.65 0.27 -0.70
C 27.2041 14.0285 12.4489 0.00 0.13 0.27
C 29.5066 18.1269 12.7723 0.90 0.34 -1.08
H 28.0992 17.3110 10.6333 -0.25 -0.39 -0.15
H 27.0993 18.4169 11.5640 0.02 0.03 -0.16
H 26.5934 16.7497 11.5361 0.16 -0.25 -0.40
H 28.1291 17.8576 14.8630 -0.24 -0.04 0.23
H 26.8145 18.4111 13.7168 0.70 0.65 0.24
H 25.7043 16.3816 13.5528 0.34 -0.13 -0.33
H 25.8595 16.8894 15.1726 -0.02 -0.40 0.16
H 26.4162 14.4498 14.8818 0.24 -0.17 0.33
H 27.7899 15.3573 15.5993 -0.04 0.05 0.05
H 28.4360 12.8641 14.5956 0.03 -0.03 0.05
H 29.5897 13.2455 13.3138 0.29 -0.09 0.25
H 29.6617 14.1108 14.9053 0.13 0.03 -0.12
H 26.2785 14.5938 12.3373 -0.01 -0.11 -0.48
H 27.7852 13.9685 11.5291 -0.17 0.29 -0.12
H 26.9424 12.9960 12.6879 -0.04 0.07 0.31
H 30.1316 18.2059 13.6649 -0.46 -0.28 0.33
H 29.1867 19.1347 12.4992 -0.08 -0.01 0.09
H 30.2117 17.8164 11.9930 -0.12 0.12 -0.12
H 30.6087 15.5798 12.3790 -0.11 -0.09 0.06
C 31.6473 20.9967 13.4051 1.36 -1.80 -0.33
C 32.1163 21.5863 14.7377 -1.03 0.35 -0.42
C 31.6172 23.0441 14.6511 0.26 1.12 1.17
C 31.3774 23.7331 16.0070 -0.23 0.80 -0.44
C 30.5098 22.8857 16.9355 0.85 0.06 -1.04
C 31.1386 21.5066 17.1461 1.17 -0.41 -1.18
N 31.3755 20.8937 15.8048 -1.59 1.08 -0.25
O 31.6893 19.5271 15.8819 0.55 -0.10 0.07
C 32.4390 21.6546 17.9333 -0.50 0.07 1.12
C 30.1449 20.6262 17.8813 -0.15 -0.07 0.46
C 33.6471 21.4882 14.8450 -0.36 -0.16 -0.70
H 30.5908 20.8456 13.1894 -0.21 0.72 0.56
H 32.0371 19.9680 13.4000 0.06 0.07 -0.33
H 32.1273 21.5087 12.5689 -0.08 0.11 -0.01
H 32.3161 23.7304 14.1613 0.42 -0.61 -0.30
H 30.7217 23.1588 14.0386 -0.23 -0.56 0.22
H 30.8477 24.6665 15.7710 -0.26 -0.07 0.06
H 32.3170 24.1370 16.3981 0.11 -0.68 0.45
H 29.5887 22.7579 16.3606 -0.32 -0.11 0.43
H 30.3269 23.3814 17.8876 -0.06 -0.06 0.04
H 32.0220 21.9632 18.8995 0.84 -0.02 0.36
H 33.0127 20.7349 18.0505 -0.35 -0.20 0.03
H 33.1739 22.3978 17.6281 -0.40 0.27 -0.33
H 30.4775 19.5945 17.9932 0.05 0.03 -0.16
H 29.9825 20.9957 18.8975 0.04 0.13 -0.06
H 29.1774 20.6575 17.3768 0.02 -0.15 -0.10
H 33.9963 20.4617 14.7171 -0.21 -0.12 0.36
H 34.0187 21.8985 15.7771 0.13 0.10 -0.07
H 34.0632 22.0061 13.9768 0.16 0.32 0.25
H 30.8694 19.0860 15.6297 0.08 0.03 -0.01
C 39.0130 25.8800 12.5908 0.51 0.88 -0.09
C 38.9748 25.8135 14.1335 -0.12 -0.54 -0.02
C 38.6585 27.2139 14.6940 -0.15 0.55 0.30
C 37.1648 27.5456 14.6594 1.03 -0.15 -0.04
C 36.4807 26.4789 15.4674 -1.38 0.06 -0.61
C 36.5849 25.0462 14.9165 0.94 1.65 0.51
N 38.0239 24.8410 14.7080 0.26 -0.21 1.27
O 38.3519 23.4954 14.4004 -0.50 0.70 -0.61
C 36.0730 24.1097 16.0103 0.65 -1.19 -0.65
C 35.8299 24.9758 13.6074 -0.56 -0.78 -0.56
C 40.3450 25.3908 14.6506 0.98 -0.65 -0.40
H 38.1642 26.4300 12.1823 -0.07 -0.11 0.00
H 39.1757 24.9837 11.9911 -0.27 -0.42 0.54
H 39.9053 26.4789 12.3791 -0.13 0.14 -0.20
H 38.9853 27.2835 15.7363 -0.08 -0.40 0.10
H 39.2538 28.0039 14.2271 0.04 -0.32 -0.50
H 36.8223 27.6225 13.6255 -0.18 -0.01 0.07
H 36.9588 28.4938 15.1609 0.23 0.16 -0.27
H 35.4091 26.7175 15.4381 0.08 -0.33 0.43
H 36.8484 26.5913 16.4898 -0.13 -0.49 0.05
H 35.9442 23.1075 15.5914 -0.32 0.06 -0.06
H 36.8672 23.9337 16.7369 -0.08 0.49 0.22
H 35.1468 24.4271 16.4868 0.00 0.23 -0.10
H 35.9859 25.8351 12.9580 0.23 0.01 0.07
H 36.1618 24.0795 13.0713 -0.14 0.04 -0.17
H 34.7457 24.8692 13.7053 0.03 -0.02 0.31
H 40.3607 25.1881 15.7205 -0.21 0.34 0.06
H 41.1472 26.0836 14.3815 -0.29 0.40 0.18
H 40.6923 24.4591 14.1943 -0.37 -0.07 -0.08
H 37.9756 23.3829 13.5116 0.26 -0.42 -0.01
```
Forces are in eV/Å.

Computed properties:
E_HOMO = -8.1 eV
Energy relative to the best compared isomer or geometry (same formula, charge and spin) = 69.8 kcal per mole
SMILES string = CC1(C)CCCC(C)(C)N1O.CC1(C)CCCC(C)(C)N1O.CC1(C)CCCC(C)(C)N1O.CC1(C)CCCC(C)(C)N1O.CC1(C)CCCC(C)(C)N1O.CC1(C)CCCC(C)(C)N1O.CC1(C)CCCC(C)(C)N1O.CC1(C)CCCC(C)(C)N1O